1.
Formula: C52H52ClN10RbS2
Source: the OMol25 dataset
Level of theory: wB97M-V/def2-TZVPD

```
118
Properties=species:S:1:pos:R:3:mulliken_charge:R:1
Rb 16.03 12.78 10.19 0.728
C 16.60 8.78 10.50 -0.834
N 15.61 9.63 9.92 0.171
C 15.14 9.36 8.61 -1.062
C 14.22 10.36 8.06 0.133
N 13.82 11.44 8.74 0.081
C 12.85 12.05 7.88 0.222
C 12.25 13.36 7.92 0.189
C 11.58 13.83 6.77 -0.762
C 11.34 12.98 5.67 -0.207
C 11.86 11.67 5.64 -1.126
C 12.68 11.24 6.72 0.475
N 13.53 10.14 6.94 -0.010
C 17.04 9.26 11.88 -0.206
N 16.96 10.53 12.29 0.256
C 17.50 10.53 13.57 0.200
C 17.66 11.55 14.48 0.286
C 18.34 11.24 15.67 -0.940
C 18.81 9.92 15.90 -0.300
C 18.77 8.94 14.94 -1.152
C 18.05 9.24 13.83 0.397
N 17.58 8.45 12.78 -0.008
H 17.52 8.86 9.89 0.197
H 16.35 7.76 10.73 0.349
H 14.84 9.86 10.51 0.256
H 14.63 8.40 8.58 0.480
H 16.07 9.15 7.95 0.281
H 12.50 13.97 8.77 -0.141
H 11.30 14.88 6.75 0.414
H 10.74 13.33 4.79 0.296
H 11.69 11.14 4.69 0.272
H 13.68 9.28 6.31 0.284
H 17.33 12.59 14.24 0.203
H 18.50 12.04 16.39 0.459
H 19.30 9.72 16.85 0.364
H 19.20 7.94 15.07 0.314
H 17.91 7.47 12.64 0.287
C 14.20 13.11 14.26 -0.500
C 14.77 14.46 14.01 0.643
C 14.10 15.60 14.58 -0.648
C 14.67 16.83 14.39 -0.818
C 15.74 17.01 13.53 -0.891
C 16.37 15.82 13.00 0.552
N 15.78 14.62 13.23 0.265
C 17.55 16.02 12.09 0.796
C 18.15 17.26 12.16 -0.913
C 19.23 17.51 11.32 -0.712
C 19.71 16.48 10.54 -0.872
C 19.05 15.24 10.53 0.399
N 17.98 15.04 11.31 0.196
C 19.67 14.06 9.86 0.407
C 21.09 13.94 10.06 -0.746
C 21.77 12.95 9.39 -0.560
C 21.02 12.07 8.61 -0.584
C 19.63 12.20 8.52 0.505
C 18.79 11.21 7.77 -0.775
N 18.95 13.17 9.18 -0.025
H 14.86 12.40 13.78 -0.313
H 13.23 12.98 13.78 0.211
H 14.02 12.99 15.38 0.341
H 13.21 15.41 15.20 0.433
H 14.24 17.64 14.97 0.390
H 16.05 18.01 13.24 0.233
H 17.77 18.01 12.76 0.382
H 19.70 18.49 11.35 0.408
H 20.63 16.69 10.02 0.465
H 21.64 14.60 10.73 0.447
H 22.84 12.93 9.53 0.437
H 21.57 11.23 8.13 0.319
H 19.20 10.16 7.75 0.355
H 18.68 11.60 6.74 0.305
H 17.82 11.18 8.29 -0.128
S 17.49 11.59 19.31 -0.483
C 16.35 10.56 18.73 0.127
N 15.78 10.47 17.51 -0.309
C 14.96 9.41 17.30 -0.333
C 14.23 9.06 16.14 -0.140
C 13.37 8.01 16.16 -0.554
C 13.24 7.18 17.33 -0.490
C 13.93 7.49 18.46 -0.417
C 14.80 8.54 18.47 0.444
S 15.64 9.27 19.80 -0.306
H 14.35 9.67 15.25 0.597
H 12.82 7.60 15.28 0.279
H 12.62 6.31 17.28 0.361
H 13.90 6.89 19.40 0.262
Cl 13.78 15.02 10.36 -0.880
C 10.35 16.33 10.23 -1.115
C 9.62 15.33 11.07 0.976
C 8.24 15.49 11.33 -1.017
C 7.52 14.39 11.80 0.866
C 6.04 14.41 11.85 -1.601
C 8.18 13.27 12.27 0.174
C 9.60 13.10 12.21 -0.022
C 10.29 14.23 11.55 -0.639
N 10.26 12.09 12.64 -0.480
C 9.64 10.75 12.75 1.910
C 8.81 10.26 11.54 -1.697
C 8.93 10.58 14.10 -1.739
C 10.81 9.81 12.79 -1.914
H 11.33 15.90 9.89 0.046
H 10.58 17.22 10.86 0.266
H 9.75 16.72 9.36 0.271
H 7.73 16.41 11.01 0.227
H 5.60 15.39 11.84 0.396
H 5.76 13.87 12.72 0.375
H 5.64 13.77 11.04 0.246
H 7.57 12.51 12.74 -0.112
H 11.35 14.17 11.34 0.288
H 7.77 10.59 11.60 0.361
H 8.85 9.18 11.50 0.467
H 9.22 10.72 10.62 0.291
H 8.63 9.54 14.24 0.444
H 8.03 11.21 14.13 0.303
H 9.64 11.02 14.84 0.336
H 11.26 9.77 11.83 0.425
H 10.51 8.83 13.20 0.445
H 11.58 10.15 13.53 0.208
```

Its multiplicity is 1. As for the total charge: -2. The calculated total energy is -104519.4644 eV.

***

2.
Formula: C52H52InN9O20P
Source: the OMol25 dataset
Level of theory: wB97M-V/def2-TZVPD

```
135
Properties=species:S:1:pos:R:3:mulliken_charge:R:1
C -3.87 1.25 -1.74 -0.891
N -3.27 1.20 -3.08 0.154
C -4.27 0.89 -4.11 -1.073
C -2.21 0.18 -3.12 -0.092
O -2.48 -0.94 -2.76 -0.646
C -0.92 0.67 -3.58 -0.413
In 0.47 0.52 -1.82 1.269
P 0.69 -1.90 -0.98 -0.278
O 1.96 -2.10 -0.21 -0.267
O 0.54 -3.01 -2.16 -0.206
O -0.58 -2.39 -0.05 -0.485
H -4.02 2.30 -1.46 0.285
H -4.83 0.73 -1.68 0.391
H -3.21 0.79 -1.01 0.248
H -3.98 1.33 -5.07 0.246
H -5.23 1.31 -3.82 0.439
H -4.39 -0.20 -4.25 0.352
H -0.98 1.72 -3.84 0.451
H -0.53 0.08 -4.41 -0.067
H -0.34 1.36 -0.52 -0.401
H 2.07 1.11 -2.16 -0.474
H 0.62 -3.90 -1.79 0.215
H -0.75 -1.72 0.62 0.293
C 3.60 8.01 -1.34 -0.543
C 2.41 7.54 -0.82 -0.414
C 1.88 6.34 -1.27 -0.345
C 2.57 5.64 -2.24 -0.039
C 3.76 6.09 -2.78 -0.463
C 4.28 7.29 -2.32 -0.318
N 2.01 4.35 -2.72 1.131
O 0.96 4.00 -2.25 -0.575
O 2.66 3.74 -3.55 -0.603
H 4.01 8.95 -0.99 0.378
H 1.88 8.10 -0.07 0.365
H 0.95 5.94 -0.89 0.504
H 4.26 5.50 -3.53 0.457
H 5.21 7.66 -2.72 0.458
C 0.94 -3.01 4.74 -0.891
C -0.02 -2.44 5.57 0.058
C -0.71 -1.31 5.16 -0.560
C -0.39 -0.77 3.93 -0.261
C 0.56 -1.31 3.08 -0.460
C 1.22 -2.46 3.50 -0.523
N -1.12 0.43 3.45 1.081
O -2.06 0.84 4.10 -0.652
O -0.71 0.91 2.41 -0.559
H 1.47 -3.89 5.06 0.415
H -0.22 -2.89 6.53 0.170
H -1.46 -0.84 5.77 0.668
H 0.75 -0.88 2.11 0.882
H 1.95 -2.92 2.84 0.601
C 5.99 -2.39 -1.03 -0.605
C 4.99 -1.82 -0.25 -0.369
C 4.71 -2.35 1.00 -0.223
C 5.43 -3.44 1.43 0.239
C 6.43 -4.03 0.68 -0.501
C 6.71 -3.49 -0.57 -0.291
N 5.11 -4.01 2.76 1.032
O 4.23 -3.47 3.39 -0.616
O 5.72 -5.00 3.12 -0.637
H 6.21 -1.98 -2.01 0.402
H 4.42 -0.98 -0.62 0.424
H 3.92 -1.93 1.61 0.342
H 6.96 -4.89 1.06 0.438
H 7.48 -3.94 -1.18 0.355
C -5.06 -3.31 10.71 -0.165
C -3.92 -4.03 11.02 -0.608
C -2.71 -3.71 10.43 -0.384
C -2.67 -2.66 9.53 0.091
C -3.80 -1.92 9.20 -0.410
C -5.00 -2.26 9.80 -0.536
N -1.39 -2.30 8.90 0.990
O -0.42 -2.98 9.16 -0.593
O -1.38 -1.35 8.15 -0.577
H -6.01 -3.56 11.16 0.412
H -3.97 -4.85 11.72 0.386
H -1.81 -4.26 10.64 0.468
H -3.72 -1.11 8.49 0.481
H -5.89 -1.70 9.55 0.441
C -0.81 -3.77 -4.85 -0.639
C -2.05 -3.79 -4.23 -0.294
C -2.91 -4.86 -4.44 -0.527
C -2.50 -5.89 -5.28 0.077
C -1.26 -5.89 -5.91 -0.399
C -0.42 -4.81 -5.69 -0.621
N -3.40 -7.03 -5.50 1.016
O -4.49 -7.02 -4.96 -0.616
O -3.01 -7.94 -6.22 -0.634
H -0.14 -2.94 -4.67 0.627
H -2.33 -2.98 -3.57 0.717
H -3.88 -4.91 -3.97 0.460
H -0.98 -6.71 -6.55 0.447
H 0.55 -4.79 -6.16 0.400
C -11.01 -1.25 8.94 -0.436
C -11.22 -2.56 8.54 -0.393
C -10.53 -3.60 9.14 -0.454
C -9.63 -3.29 10.15 0.138
C -9.40 -1.99 10.57 -0.236
C -10.10 -0.96 9.95 -0.504
N -8.89 -4.38 10.80 1.074
O -9.09 -5.51 10.40 -0.609
O -8.12 -4.09 11.69 -0.653
H -11.55 -0.45 8.46 0.376
H -11.93 -2.78 7.75 0.370
H -10.67 -4.63 8.85 0.454
H -8.69 -1.80 11.36 0.490
H -9.93 0.06 10.26 0.374
C 8.74 9.79 -6.68 -0.433
C 7.64 9.17 -7.27 -0.405
C 6.40 9.21 -6.65 -0.405
C 6.29 9.88 -5.45 0.199
C 7.37 10.51 -4.84 -0.412
C 8.60 10.45 -5.47 -0.411
N 4.97 9.94 -4.79 1.036
O 4.05 9.37 -5.33 -0.591
O 4.89 10.56 -3.74 -0.594
H 9.70 9.75 -7.17 0.373
H 7.75 8.65 -8.21 0.369
H 5.53 8.73 -7.08 0.463
H 7.23 11.02 -3.90 0.451
H 9.45 10.93 -5.01 0.366
C 4.45 -1.55 -8.32 -0.408
C 3.31 -2.04 -8.95 -0.454
C 2.06 -1.56 -8.60 -0.371
C 1.99 -0.59 -7.62 0.034
C 3.10 -0.09 -6.97 -0.447
C 4.34 -0.59 -7.33 -0.546
N 0.66 -0.07 -7.23 1.148
O -0.32 -0.56 -7.76 -0.627
O 0.63 0.80 -6.38 -0.605
H 5.42 -1.93 -8.60 0.370
H 3.40 -2.80 -9.72 0.374
H 1.16 -1.92 -9.07 0.475
H 2.98 0.65 -6.19 0.667
H 5.23 -0.22 -6.83 0.390
```

Its multiplicity is 1. As for the total charge: -1. The calculated total energy is -123572.1087 eV.

***

3.
Formula: C52H52N8P3STl
Source: the OMol25 dataset
Level of theory: wB97M-V/def2-TZVPD

```
117
Properties=species:S:1:pos:R:3:mulliken_charge:R:1
Tl -0.48 -0.14 0.20 0.977
N -1.29 -3.58 -3.12 0.175
C -1.30 -2.88 -1.98 -1.219
N -0.24 -2.45 -1.36 0.068
C 1.00 -2.71 -1.91 -0.097
N 2.11 -2.27 -1.40 -1.361
N 1.93 -1.45 -0.30 1.631
C 3.00 -0.88 0.08 -1.285
C 3.00 0.09 1.19 1.232
C 4.17 0.76 1.52 -0.873
C 4.15 1.69 2.54 -0.661
C 2.96 1.92 3.20 -0.732
C 1.84 1.20 2.82 -0.696
N 1.85 0.30 1.84 0.889
C 1.08 -3.50 -3.15 0.660
C 2.30 -3.80 -3.76 -0.342
C 2.32 -4.51 -4.95 -0.825
C 1.12 -4.91 -5.55 -0.400
C -0.09 -4.61 -4.96 -1.028
C -0.10 -3.90 -3.75 -0.010
H -2.17 -3.80 -3.56 0.280
H -2.28 -2.66 -1.57 0.915
H 3.94 -1.07 -0.44 0.276
H 5.08 0.55 0.96 0.504
H 5.04 2.24 2.80 0.416
H 2.89 2.64 4.00 0.506
H 0.88 1.34 3.31 0.271
H 3.21 -3.47 -3.29 0.486
H 3.26 -4.74 -5.42 0.429
H 1.14 -5.46 -6.48 0.411
H -1.02 -4.92 -5.41 0.434
C 0.11 3.56 0.26 -1.013
C -1.40 3.56 0.00 0.295
P -2.31 3.97 1.57 -0.346
C -3.90 4.59 0.90 0.466
C -4.72 5.32 1.76 -0.549
C -5.95 5.79 1.34 -0.554
C -6.39 5.55 0.04 -0.544
C -5.58 4.83 -0.83 -0.730
C -4.35 4.35 -0.40 -0.047
C -2.78 2.29 2.13 0.110
C -2.24 1.84 3.34 -0.304
C -2.51 0.56 3.81 -0.628
C -3.33 -0.28 3.07 -0.320
C -3.87 0.15 1.87 -0.594
C -3.61 1.43 1.41 0.177
P 1.22 2.71 -0.99 0.550
C 0.14 2.08 -2.31 -0.063
C -0.68 2.89 -3.12 0.126
C -1.31 2.40 -4.23 -1.523
C -1.26 1.01 -4.58 -0.153
C -0.33 0.25 -3.84 -1.153
C 0.34 0.78 -2.75 -0.305
C 1.99 4.15 -1.83 0.466
C 1.44 5.43 -1.89 -0.238
C 2.06 6.44 -2.61 -0.867
C 3.24 6.19 -3.28 -0.447
C 3.80 4.92 -3.24 -0.633
C 3.18 3.92 -2.51 -0.516
H 0.29 3.04 1.21 0.035
H 0.48 4.57 0.41 0.594
H -1.70 2.58 -0.38 -0.118
H -1.69 4.27 -0.77 0.611
H -4.38 5.52 2.77 0.374
H -6.58 6.36 2.02 0.374
H -7.35 5.92 -0.29 0.397
H -5.91 4.63 -1.84 0.430
H -3.75 3.77 -1.09 0.419
H -1.61 2.51 3.91 0.423
H -2.09 0.23 4.75 0.393
H -3.55 -1.28 3.43 0.416
H -4.50 -0.50 1.27 0.383
H -4.02 1.75 0.46 0.211
H -0.77 3.95 -2.90 0.377
H -1.90 3.07 -4.85 0.360
H -1.20 0.86 -5.66 0.700
H -0.11 -0.77 -4.15 0.513
H 1.09 0.16 -2.25 0.833
H 0.50 5.65 -1.38 0.253
H 1.61 7.43 -2.65 0.401
H 3.73 6.98 -3.84 0.368
H 4.73 4.71 -3.76 0.385
H 3.62 2.92 -2.48 0.351
S -3.27 -0.34 -1.77 -0.022
C -3.71 0.50 -3.21 -0.340
C -3.13 0.16 -4.47 -0.154
C -3.78 0.62 -5.64 -0.587
C -4.71 1.63 -5.59 -0.817
C -5.08 2.15 -4.34 -0.424
C -4.58 1.60 -3.18 -0.447
H -2.81 -0.88 -4.49 0.308
H -3.44 0.25 -6.60 0.386
H -5.15 2.03 -6.49 0.369
H -5.79 2.97 -4.29 0.397
H -4.90 1.97 -2.21 0.579
C -0.52 -5.45 3.60 -1.002
N 0.20 -5.20 2.35 0.143
C 1.63 -5.09 2.66 -0.968
N 1.95 -4.08 3.66 0.185
C 1.17 -4.37 4.86 -1.003
N -0.27 -4.45 4.64 0.131
C -0.82 -3.15 4.26 -1.052
P -0.10 -2.43 2.70 1.085
C -0.28 -3.99 1.69 -1.155
C 1.68 -2.73 3.16 -1.235
H -0.20 -6.42 3.98 0.320
H -1.59 -5.49 3.39 0.393
H 2.17 -4.86 1.74 0.397
H 1.97 -6.06 3.03 0.272
H 1.37 -3.60 5.61 0.389
H 1.50 -5.33 5.26 0.337
H -0.65 -2.45 5.08 0.428
H -1.91 -3.24 4.14 0.349
H 0.27 -3.85 0.76 0.271
H -1.33 -4.12 1.42 0.519
H 1.98 -2.00 3.92 0.445
H 2.30 -2.55 2.28 0.323
```

Its multiplicity is 1. As for the energy above the lowest of the compared OMol25 structures with the same formula, charge and spin: 45.88 kcal/mol. The calculated total energy is -110082.3754 eV.

***

4.
Formula: C52H53As2BBrN2NiO5S
Source: the OMol25 dataset
Level of theory: wB97M-V/def2-TZVPD

```
118
Properties=species:S:1:pos:R:3:mulliken_charge:R:1
Ni 0.18 0.33 0.39 1.059
C -2.44 1.15 2.58 -0.812
O -1.96 0.08 1.78 0.491
C -2.88 -0.86 1.42 0.311
C -4.22 -0.84 1.76 -0.388
C -5.03 -1.88 1.34 -0.626
Br -6.86 -1.85 1.82 -0.198
C -4.54 -2.92 0.59 -1.064
C -3.19 -2.93 0.22 1.409
C -2.36 -1.90 0.65 -0.017
O -1.02 -1.84 0.42 0.363
C -2.70 -4.07 -0.57 0.033
N -2.98 -5.31 -0.30 -0.758
C -2.33 -6.05 -1.28 0.471
C -2.29 -7.43 -1.47 -0.734
C -1.58 -7.91 -2.55 -0.501
C -0.92 -7.04 -3.44 -0.559
C -0.95 -5.67 -3.26 -0.777
C -1.65 -5.20 -2.16 0.465
N -1.88 -3.92 -1.67 0.210
H -2.83 0.78 3.53 0.470
H -3.21 1.72 2.05 0.541
H -1.59 1.80 2.76 -0.403
H -4.63 -0.04 2.35 0.596
H -5.18 -3.74 0.27 0.606
H -0.77 -2.37 -0.36 -0.809
H -2.80 -8.09 -0.78 0.463
H -1.53 -8.97 -2.73 0.405
H -0.39 -7.46 -4.28 0.414
H -0.45 -5.00 -3.95 0.449
H -1.71 -3.07 -2.18 0.081
C 3.69 0.06 0.50 -1.457
C 3.18 1.46 0.88 -1.758
As 1.47 1.53 1.84 0.490
C 1.88 0.82 3.60 0.819
C 3.15 0.36 3.91 -0.215
C 3.42 -0.12 5.19 -0.760
C 2.42 -0.14 6.15 -0.651
C 1.15 0.32 5.84 -0.913
C 0.88 0.81 4.57 -0.081
C 1.32 3.41 2.26 0.988
C 0.11 4.09 2.24 0.130
C 0.04 5.43 2.58 -0.823
C 1.19 6.11 2.96 -0.670
C 2.40 5.43 3.02 -0.916
C 2.47 4.09 2.68 -0.732
As 2.23 -1.27 0.39 0.892
C 2.87 -2.60 -0.85 0.668
C 4.07 -2.50 -1.55 -0.453
C 4.46 -3.53 -2.41 -0.752
C 3.66 -4.65 -2.56 -0.705
C 2.47 -4.76 -1.85 -0.747
C 2.07 -3.73 -1.01 -0.657
C 2.39 -2.24 2.06 0.287
C 3.56 -2.90 2.41 -0.721
C 3.63 -3.58 3.61 -0.868
C 2.52 -3.62 4.46 -0.575
C 1.35 -2.97 4.10 -0.735
C 1.28 -2.28 2.90 -0.045
H 4.43 -0.31 1.21 0.807
H 4.18 0.11 -0.47 0.589
H 2.94 2.04 -0.01 0.645
H 3.94 2.01 1.43 0.731
H 3.94 0.37 3.17 0.050
H 4.42 -0.47 5.43 0.447
H 2.63 -0.52 7.14 0.431
H 0.37 0.32 6.59 0.453
H -0.11 1.19 4.35 0.295
H -0.80 3.57 1.97 -0.073
H -0.91 5.94 2.55 0.492
H 1.14 7.16 3.22 0.409
H 3.29 5.95 3.34 0.434
H 3.42 3.58 2.76 0.303
H 4.72 -1.65 -1.43 0.366
H 5.39 -3.44 -2.95 0.443
H 3.98 -5.45 -3.22 0.403
H 1.85 -5.64 -1.95 0.543
H 1.15 -3.84 -0.46 0.269
H 4.41 -2.90 1.74 0.427
H 4.54 -4.10 3.89 0.440
H 2.58 -4.16 5.39 0.429
H 0.49 -3.00 4.76 0.476
H 0.36 -1.77 2.62 0.288
C -5.20 6.10 -1.23 -1.978
C -3.89 6.62 -1.81 1.730
C -4.08 6.82 -3.32 -1.605
C -3.56 7.96 -1.15 -1.613
C -2.73 5.64 -1.57 0.442
C -1.46 5.96 -2.06 -0.328
C -0.35 5.14 -1.88 -2.262
C -0.56 3.97 -1.19 0.868
O 0.33 2.97 -0.86 -0.579
B -0.39 2.02 -0.13 1.319
O -1.73 2.43 -0.03 -0.527
C -1.81 3.64 -0.70 0.489
C -2.91 4.45 -0.87 -0.769
H -6.00 6.82 -1.44 0.418
H -5.15 5.99 -0.14 0.380
H -5.50 5.15 -1.67 0.399
H -4.90 7.51 -3.50 0.447
H -4.32 5.87 -3.81 0.366
H -3.18 7.23 -3.79 0.323
H -4.39 8.66 -1.29 0.450
H -2.66 8.42 -1.58 0.332
H -3.39 7.84 -0.08 0.343
H -1.32 6.89 -2.59 0.456
H 0.63 5.41 -2.26 0.554
H -3.87 4.16 -0.46 0.641
C 1.24 0.43 -2.77 -0.813
S -0.13 -0.14 -1.79 1.163
C -1.50 0.67 -2.59 -1.226
O -0.28 -1.59 -2.09 -0.812
H 1.00 0.29 -3.82 0.626
H 2.09 -0.19 -2.49 0.075
H 1.43 1.47 -2.53 0.223
H -1.32 1.75 -2.66 0.162
H -2.39 0.48 -1.99 0.282
H -1.61 0.24 -3.59 0.700
```

Its multiplicity is 1. As for the total charge: +1. As for the energy above the lowest of the compared OMol25 structures with the same formula, charge and spin: 0.00 kcal/mol. The calculated total energy is -312273.5725 eV.

***

| no. | frontier orbital gap (eV) |
| --- | --- |
| 1 | 2.749 |
| 2 | 5.739 |
| 3 | 5.406 |
| 4 | 7.970 |